a | The following is a quantum chemistry calculation of 3 unconnected molecules or ions with the total composition C3H4O2S, from the Open Molecules 2025 dataset.

Each atom is followed by the atoms it is bonded to, with distances in Å.
Element x y z (Å)
1 C -1.42695 -0.04093 0.10421  C2 1.491, H5 1.211
2 C -0.02004 -0.44324 -0.17968  C1 1.491, C3 1.495, O8 1.278
3 C 0.87340 0.75508 -0.14719  C2 1.495, O9 1.259, S10 1.955
4 H -1.44222 -0.08181 1.60988  no bonds
5 H -2.06943 -0.89958 -0.45878  C1 1.211
6 H -1.55686 1.63198 -0.09964  no bonds
7 H 1.99556 -1.24913 -0.48996  S10 1.514
8 O 0.46939 -1.62320 -0.20112  C2 1.278
9 O 0.51851 1.96138 -0.21074  C3 1.259
10 S 2.65865 -0.01054 0.07303  C3 1.955, H7 1.514

The LUMO energy comes out at -1.66 eV. The frontier orbital gap is 8.0 eV.

b | The following is a quantum chemistry calculation of C3H4O2S in the gas phase, from the Open Molecules 2025 dataset.

Each atom is followed by the atoms it is bonded to, with distances in Å.
Element x y z (Å)
1 S 2.61608 -0.17869 -0.10276  C2 1.536
2 C 1.08001 -0.16180 -0.09847  S1 1.536, C3 1.496, O6 1.386
3 C 0.19680 1.04458 -0.06414  C2 1.496, O4 1.411, H7 1.036, H8 1.105
4 O -1.09905 0.54092 -0.30545  C3 1.411, C5 1.440
5 C -1.02064 -0.84540 0.07696  O4 1.440, O6 1.422, H9 1.078, H10 1.098
6 O 0.28302 -1.28052 -0.28674  C2 1.386, C5 1.422
7 H 0.47773 1.70095 -0.81472  C3 1.036
8 H 0.38228 1.45559 0.94449  C3 1.105
9 H -1.74758 -1.38089 -0.51290  C5 1.078
10 H -1.16866 -0.89473 1.16373  C5 1.098

Its SMILES is S=C1COCO1. The LUMO energy comes out at 0.31 eV. The frontier orbital gap is 9.5 eV.

c | The following is a quantum chemistry calculation of 2 unconnected molecules or ions with the total composition C3H4O2S, from the Open Molecules 2025 dataset.

Each atom is followed by the atoms it is bonded to, with distances in Å.
Element x y z (Å)
1 C -1.38602 0.22937 0.08519  C3 1.327, O5 1.381, H7 1.150
2 C 2.00719 0.88298 0.05566  O4 1.186, H8 1.166
3 C -0.21434 -0.37750 0.22961  C1 1.327, S6 1.647
4 O 2.81930 0.01997 0.00499  C2 1.186
5 O -2.51292 -0.47357 -0.29401  C1 1.381, H9 1.025
6 S 0.28557 -1.94686 0.25503  C3 1.647, H10 1.365
7 H -1.63030 1.33398 0.29205  C1 1.150
8 H 2.30995 1.93387 -0.34979  C2 1.166
9 H -3.30824 0.16765 -0.37972  O5 1.025
10 H 1.62981 -1.76988 0.10099  S6 1.365

The LUMO energy (alpha / beta) comes out at -0.65 / -0.38 eV. The frontier orbital gap (alpha / beta) is 7.1 / 7.5 eV.

d | The following is a quantum chemistry calculation of C3H4O2S in the gas phase, from the Open Molecules 2025 dataset.

Each atom is followed by the atoms it is bonded to, with distances in Å.
Element x y z (Å)
1 C 0.17678 -1.48897 -0.21845  C2 1.630, H7 1.301, H8 1.204, H9 1.207
2 C -0.45126 0.01308 -0.30496  C1 1.630, O3 1.273, C4 1.545
3 O -1.53931 0.47928 -0.77365  C2 1.273
4 C 0.40601 1.14215 0.30839  C2 1.545, O5 1.336, S6 1.625
5 O -0.47077 2.05590 0.73351  C4 1.336, H10 1.074
6 S 1.98080 1.18089 0.70546  C4 1.625
7 H -0.37527 -2.63617 -0.48635  C1 1.301
8 H 0.96796 -1.06403 -1.02019  C1 1.204
9 H 0.62034 -1.41496 0.90181  C1 1.207
10 H -1.31528 1.73282 0.15443  O5 1.074

Its SMILES is CC(=O)C(O)=S. The LUMO energy comes out at -1.06 eV. The frontier orbital gap is 8.1 eV.

Short version: b is the most stable of them.